1.
Molecular formula: C24H31N3O2
Method: DFT, ωB97M-V with the def2-TZVPD basis set

The geometry in XYZ format:
```
60
Properties=species:S:1:pos:R:3:forces:R:3
C -3.1050 4.2399 1.2635 3.190 -3.487 0.089
C -4.0571 2.9538 0.8330 2.620 2.734 -2.139
C -3.1812 1.6407 0.4797 -2.780 4.292 4.234
C -2.5899 1.1918 1.7530 -2.628 1.607 1.714
H -2.0022 1.9598 2.0852 2.116 2.039 0.876
H -3.3255 1.1702 2.5876 -0.010 -0.490 -0.610
C -1.8720 0.0148 1.6549 0.578 -5.929 -8.742
C -0.6490 -0.0157 0.5226 0.197 -2.041 3.217
N -0.1559 1.2035 0.3409 -3.850 -1.737 1.629
C 0.9157 1.3327 -0.2708 8.135 3.820 -4.416
C 1.8103 0.2562 -0.9730 -11.344 0.836 7.795
C 1.1629 -0.9963 -0.8749 -2.788 7.454 6.285
O 1.3036 -2.0002 -1.2683 4.046 -12.232 -7.563
N 0.0457 -1.1924 0.1614 -3.382 7.150 0.886
C -0.5772 -2.4812 0.3533 1.057 -1.196 3.125
H -1.2455 -2.3092 1.3208 -0.008 -0.307 -2.987
C 0.4907 -3.2364 1.2752 2.481 -2.780 -5.769
H 1.4326 -3.4130 0.5500 -1.616 0.544 1.512
C 0.1559 -4.7236 1.7054 -4.007 9.723 4.654
C 0.2683 -5.7503 0.8957 -5.192 -5.681 -6.397
C -0.8418 -5.5904 -0.4338 5.984 2.237 4.318
H -1.6434 -5.4817 0.1247 -4.498 0.594 1.847
C -0.4111 -4.4948 -1.2695 -1.385 0.761 -4.717
H 0.6800 -4.2941 -1.3050 -0.692 -0.472 -0.342
C -1.0960 -3.2058 -1.0857 -4.259 -6.701 14.497
H -1.0515 -2.5016 -1.6214 0.670 9.208 -8.475
H -2.3560 -3.2112 -0.5551 3.346 -0.705 -2.564
H -0.8735 -4.7690 -2.3328 1.730 0.325 1.419
H -0.7151 -6.4655 -0.8301 0.055 -4.995 -2.702
H 1.1647 -5.8739 0.5004 4.322 -0.364 -2.002
H 0.0031 -6.7318 1.2823 -0.132 0.041 0.591
H 0.7247 -4.7833 2.5159 2.730 -0.712 3.778
H -0.8460 -4.5045 2.1894 0.286 -1.100 -0.521
H 0.8971 -2.5481 1.9718 -0.222 0.307 1.295
C 2.7769 0.5449 -1.6844 11.549 -4.538 -8.856
O 3.6058 -0.5192 -2.3042 -4.041 5.105 2.742
C 3.1610 1.8704 -1.9349 5.360 5.426 3.842
C 4.5147 2.2055 -2.2962 -2.652 -4.662 -5.566
C 4.8824 3.5005 -2.6419 2.500 3.444 1.359
C 4.3269 4.5706 -1.9784 -5.779 -8.564 3.021
C 2.9857 4.2030 -1.0598 7.419 12.935 -3.301
C 2.7539 3.0269 -0.9749 -7.700 -13.340 -1.047
N 1.4209 2.7397 -0.3727 -0.830 -4.027 1.123
C 0.5903 3.7945 0.3354 -1.136 -2.991 -2.703
H 0.3829 4.4912 -0.5720 -0.425 -0.595 2.295
H -0.2929 3.1222 0.8090 1.802 2.338 -1.402
H 1.2061 4.1574 1.1031 0.560 1.208 1.006
H 2.3432 4.9956 -0.6438 0.992 -0.401 -0.174
H 4.5008 5.4735 -2.1896 1.537 7.046 -1.361
H 5.8394 3.8218 -3.2209 -1.768 -1.317 0.727
H 4.8978 1.3405 -3.0667 -0.242 1.798 2.565
H -1.6129 -0.6361 2.3688 1.009 -1.729 3.265
H -2.6573 -0.9616 0.8835 1.642 2.750 2.265
H -2.4644 2.0206 -0.0979 2.607 0.465 -3.258
H -3.9058 1.0027 0.2309 -2.125 -2.981 -2.211
H -4.5425 2.8107 1.7689 -1.519 -0.383 0.147
H -4.6448 3.3905 -0.1295 0.839 -1.485 2.562
H -2.3607 4.5781 0.4089 -0.944 -1.271 1.795
H -3.6664 5.0961 1.3267 -1.697 1.887 0.911
H -2.5014 3.9707 2.3861 -1.710 1.143 -3.561
```
Forces are in eV/Å.

The relative energy (zero: lowest compared OMol25 entry of this formula, charge and spin) is 2102.2 kJ/mol.

These are the Mulliken partial charges, in e, on atoms 1 to 6: atom 1 (C): -0.92, atom 2 (C): -0.75, atom 3 (C): -0.72, atom 4 (C): -1.18, atom 5 (H): 0.36, atom 6 (H): 0.58

---

2.
Molecular formula: C4H8O2S
Method: DFT, ωB97M-V with the def2-TZVPD basis set

The geometry in XYZ format:
```
15
Properties=species:S:1:pos:R:3:forces:R:3
C 1.3315 -0.9286 0.6315 0.367 -0.691 1.675
C 0.0402 -0.5674 -0.0643 0.116 0.653 0.298
C -1.0219 0.3771 0.4355 -0.093 -0.459 0.132
C -0.0722 0.7979 -0.6799 0.839 -1.386 2.364
H 2.0694 -1.2962 -0.1430 -0.639 0.570 0.877
H 1.1075 -1.8032 1.3266 0.337 0.939 -0.914
H 1.7793 -0.1228 1.2802 -0.433 -0.787 -0.983
H 0.3518 -1.5657 -1.5474 -2.462 -1.084 1.546
H -0.7807 0.7672 1.4508 -0.717 -0.091 -0.909
H -3.2077 1.1343 0.7558 0.355 -2.183 -1.619
H -0.3536 0.8709 -1.6731 -1.022 0.154 -1.767
H 0.8680 2.5249 -0.5827 0.912 -3.668 1.112
O -0.3866 -1.6378 -0.8165 1.894 -0.179 -3.097
O 1.0635 1.4957 -0.3260 -0.335 5.414 -1.119
S -2.7885 -0.0462 -0.0475 0.881 2.797 2.404
```
Forces are in eV/Å.

As for the structure (SMILES): C[C@]1(O)[C@H](O)[C@H]1S. The relative energy (zero: lowest compared OMol25 entry of this formula, charge and spin) is 298.1 kJ/mol.

These are the Mulliken partial charges, in e, on atoms 1 to 6: atom 1 (C): -1.15, atom 2 (C): 0.51, atom 3 (C): -0.30, atom 4 (C): -0.36, atom 5 (H): 0.30, atom 6 (H): 0.31

---

3.
Molecular formula: C21H28N4O3
Method: DFT, ωB97M-V with the def2-TZVPD basis set

The geometry in XYZ format:
```
56
Properties=species:S:1:pos:R:3:forces:R:3
C 3.4142 -1.6576 1.2392 0.149 -0.256 -0.075
C 1.9803 -1.3149 1.4522 -0.071 0.071 0.133
N 1.0738 -2.2669 1.5812 -0.286 0.372 0.059
C 1.1244 -3.6681 1.2604 0.003 -0.574 -0.213
C 0.3998 -3.9362 -0.0655 0.338 0.128 0.108
H 0.2875 -5.0136 -0.1839 -0.082 -0.039 0.006
H -0.6010 -3.5066 -0.0194 -0.066 -0.030 0.012
C 1.1346 -3.3468 -1.2819 -0.230 -0.048 0.051
N 0.2418 -2.5703 -2.1248 0.147 -0.089 -0.082
C 0.7248 -2.4719 -3.4912 -0.176 -0.125 -0.235
C -0.3178 -1.7954 -4.3754 0.292 0.157 0.003
C -0.6167 -0.3963 -3.8510 -0.216 -0.185 0.067
C -1.0522 -0.5045 -2.3955 0.291 0.133 0.028
C 0.0020 -1.2440 -1.5808 -0.327 0.072 0.035
H -0.3522 -1.3411 -0.5540 0.065 0.027 0.062
H 0.9376 -0.6500 -1.5636 0.006 -0.050 0.038
H -1.2112 0.4842 -1.9632 -0.066 0.009 0.051
H -1.9915 -1.0560 -2.3373 -0.080 0.008 0.055
H -1.3985 0.0774 -4.4468 0.030 0.074 -0.038
H 0.2822 0.2215 -3.9204 0.034 0.069 -0.036
H 0.0501 -1.7539 -5.4021 -0.023 -0.046 -0.041
H -1.2311 -2.3916 -4.3582 -0.034 -0.070 -0.052
H 0.9154 -3.4833 -3.8609 0.073 0.048 0.031
H 1.6727 -1.9033 -3.5434 0.011 -0.039 -0.004
H 1.5422 -4.1607 -1.8854 0.046 0.064 0.035
H 1.9872 -2.7317 -0.9464 0.066 -0.013 -0.044
H 0.6158 -4.2088 2.0645 0.150 0.008 -0.037
H 2.1507 -4.0321 1.2018 -0.090 0.040 0.103
H 0.1239 -1.8917 1.7435 0.274 0.006 -0.006
C 1.5814 0.0361 1.5592 -0.098 -0.029 -0.005
C 0.1892 0.3714 1.7566 0.372 -0.164 -0.014
O -0.7111 -0.4632 1.8990 -0.241 -0.012 0.039
N -0.1646 1.7071 1.7970 -0.301 0.101 0.162
C 0.7170 2.7577 1.6641 0.254 -0.162 0.017
O 0.3792 3.9178 1.7012 -0.096 0.325 -0.029
N 2.0210 2.3834 1.4947 0.349 0.301 -0.045
C 2.5532 1.0998 1.4297 -0.202 -0.006 0.006
O 3.7540 0.9894 1.2660 0.249 0.079 -0.022
H 2.6908 3.1387 1.4018 -0.154 -0.141 0.013
C -1.5776 2.0305 1.9961 -0.194 0.043 0.105
C -2.3498 1.9369 0.7062 -0.014 -0.014 0.055
C -3.2296 0.8885 0.4781 -0.002 0.038 0.022
C -3.9353 0.8154 -0.7105 -0.098 -0.024 -0.036
C -3.7611 1.7849 -1.6830 -0.056 -0.011 -0.062
C -2.8754 2.8275 -1.4652 0.007 0.042 -0.081
C -2.1732 2.9047 -0.2757 0.002 0.005 0.010
H -1.4887 3.7211 -0.0978 0.074 0.101 0.031
H -2.7347 3.5849 -2.2225 0.007 0.068 -0.059
H -4.3121 1.7278 -2.6102 -0.047 -0.009 -0.080
H -4.6229 -0.0007 -0.8777 -0.054 -0.076 -0.019
H -3.3563 0.1273 1.2330 0.012 -0.080 0.092
H -1.9768 1.3280 2.7303 0.047 0.164 -0.081
H -1.6102 3.0500 2.3862 -0.004 -0.209 -0.010
H 3.7792 -1.1977 0.3228 0.013 -0.011 0.022
H 4.0087 -1.2269 2.0429 -0.007 -0.005 -0.040
H 3.5828 -2.7286 1.2025 -0.044 -0.033 -0.007
```
Forces are in eV/Å.

As for the structure (SMILES): C/C(NCCCN1CCCCC1)=C1\C(=O)NC(=O)N(Cc2ccccc2)C1=O. The relative energy (zero: lowest compared OMol25 entry of this formula, charge and spin) is 0.0 kJ/mol.

These are the Mulliken partial charges, in e, on atoms 1 to 6: atom 1 (C): -1.62, atom 2 (C): 0.37, atom 3 (N): -0.07, atom 4 (C): -1.09, atom 5 (C): -0.83, atom 6 (H): 0.43

---

4.
Molecular formula: C3H8N2OS
Method: DFT, ωB97M-V with the def2-TZVPD basis set

The geometry in XYZ format:
```
15
Properties=species:S:1:pos:R:3:forces:R:3
N 0.9093 1.4481 0.1856 -0.026 0.206 0.558
C 0.2196 0.1515 0.3167 -0.050 1.288 -1.339
C -0.9594 0.0358 -0.6734 -0.354 0.209 0.861
S -2.4255 0.7363 0.1784 0.200 0.088 0.169
C 1.2923 -0.8729 -0.0228 0.473 -0.485 0.883
N 2.3506 -0.9018 0.8480 -1.499 0.132 -0.894
O 1.2338 -1.5906 -0.9945 -0.292 -0.269 -0.231
H 1.3228 1.5753 -0.7285 -0.133 0.009 -0.118
H 0.2522 2.2001 0.3743 0.160 -0.030 -0.153
H -0.1460 0.2016 1.3403 0.133 -0.910 0.198
H -1.1962 -0.9785 -0.9535 0.232 -0.217 -0.166
H -0.7278 0.6595 -1.5229 -0.002 -0.126 -0.408
H -3.1768 0.9887 -0.8912 -0.061 0.005 -0.201
H 2.3917 -0.1008 1.4530 0.680 -0.393 0.468
H 2.9114 -1.7342 0.7794 0.540 0.493 0.373
```
Forces are in eV/Å.

As for the structure (SMILES): NC(=O)[C@@H](N)CS. The relative energy (zero: lowest compared OMol25 entry of this formula, charge and spin) is 58.1 kJ/mol.

These are the Mulliken partial charges, in e, on atoms 1 to 6: atom 1 (N): -0.69, atom 2 (C): -0.14, atom 3 (C): -0.58, atom 4 (S): -0.26, atom 5 (C): 0.36, atom 6 (N): -0.40